Density functional theory data (ωB97M-V/def2-TZVPD) for a 2-piece molecular cluster, C4H10O2S overall at a distorted geometry.

Positions of all 17 atoms, in Å:
O 0.708 -2.117 1.331
C 1.231 -1.183 0.806
C 0.710 0.241 0.878
C -0.822 0.255 0.659
C -1.198 1.691 0.266
S -2.863 1.689 -0.557
H 2.080 -1.367 0.113
H 1.153 0.731 0.003
H 1.075 0.816 1.732
H -1.179 -0.462 -0.092
H -1.314 -0.057 1.582
H -0.477 2.077 -0.451
H -1.294 2.216 1.211
H -3.443 2.537 0.312
H 1.917 -1.561 -2.732
H 2.120 -3.129 -2.701
O 1.597 -2.375 -2.362

E_HOMO (spin up / spin down): -0.4809 / -0.4777 Eh
Spin multiplicity: 2
Gap between HOMO and LUMO (spin up / spin down): 0.32333 / 0.13599 Ha
Charge: +1

natural (NBO) population analysis, charges in e, atoms 1 to 6: -0.47, 0.44, -0.51, -0.41, -0.53, 0.69

=====

Density functional theory data (ωB97M-V/def2-TZVPD) for a 2-piece molecular cluster, C4H10O3 overall at a distorted geometry.

Positions of all 17 atoms, in Å:
C -1.657 1.473 1.489
O -1.716 2.783 1.894
C -0.274 1.173 0.895
C -0.145 -0.188 0.175
C 1.280 -0.473 -0.376
O 1.460 -1.813 -0.615
H -2.399 1.358 0.670
H -1.821 0.747 2.300
H 0.031 1.993 0.254
H 0.350 1.142 1.805
H -0.877 -0.391 -0.631
H -0.508 -0.918 0.907
H 1.326 0.112 -1.309
H 1.926 0.026 0.376
H 0.829 -1.749 -2.126
H 1.377 -2.988 -2.701
O 0.817 -2.285 -3.007

E_HOMO (spin up / spin down): -0.1239 / -0.1206 Eh
Spin multiplicity: 2
Gap between HOMO and LUMO (spin up / spin down): 0.25717 / 0.17421 Ha
Charge: -1

natural (NBO) population analysis, charges in e, atoms 1 to 6: -0.11, -0.33, -0.39, -0.42, -0.03, -0.94

=====

Density functional theory data (ωB97M-V/def2-TZVPD) for a 2-piece molecular cluster, C4H10O3 overall.

Positions of all 17 atoms, in Å:
C -0.048 -0.414 1.447
O 0.158 -0.410 2.866
C 0.571 0.856 0.891
C 0.624 0.957 -0.629
C -0.771 1.250 -1.190
O -0.999 1.323 -2.459
H 0.440 -1.273 0.989
H -1.114 -0.484 1.207
H -0.248 -1.191 3.246
H -0.017 1.700 1.259
H 1.566 0.863 1.331
H 0.968 0.023 -1.106
H 1.318 1.753 -0.917
H -1.578 0.787 -0.580
H -0.321 -2.951 -1.699
H 0.449 -2.896 -0.378
O 0.482 -2.602 -1.293

E_HOMO (spin up / spin down): 0.0102 / -0.1033 Eh
Spin multiplicity: 2
Gap between HOMO and LUMO (spin up / spin down): 0.10658 / 0.21772 Ha
Charge: -1

natural (NBO) population analysis, charges in e, atoms 1 to 6: -0.06, -0.74, -0.43, -0.50, 0.00, -0.80

=====

Density functional theory data (ωB97M-V/def2-TZVPD) for a 2-piece molecular cluster, C4H10O3 overall at a distorted geometry.

Positions of all 17 atoms, in Å:
C 0.973 2.567 0.635
C 0.148 1.217 0.595
C -0.175 0.562 -0.796
C -0.532 -0.865 -0.688
O -1.574 -1.268 -0.236
O 0.211 -1.725 -1.345
H 2.058 2.357 0.568
H 0.675 3.191 1.493
H 0.770 3.176 -0.215
H -0.816 1.245 1.102
H 0.670 0.439 1.143
H -0.902 1.297 -1.204
H 0.677 0.777 -1.500
H 0.653 -2.320 -0.700
O -0.551 -3.423 0.378
H -1.371 -2.992 0.087
H -0.913 -4.234 0.681

E_HOMO: -0.3860 Eh
SMILES string: CCCC(=O)O.O
Gap between HOMO and LUMO: 0.41563 Ha
Charge: 0

natural (NBO) population analysis, charges in e, atoms 1 to 6: -0.62, -0.38, -0.53, 0.80, -0.59, -0.71

=====

Density functional theory data (ωB97M-V/def2-TZVPD) for a 3-piece molecular cluster, C4H10O3 overall at a distorted geometry.

Positions of all 17 atoms, in Å:
C 0.125 2.105 -0.579
C 0.837 1.118 0.155
C 1.119 -0.304 -0.101
C 1.964 -0.961 0.722
O 0.387 -0.894 -1.138
H -0.127 1.976 -1.638
H 0.158 3.151 -0.252
H 1.507 1.513 0.885
H 1.685 -1.975 0.967
H 2.614 -0.382 1.361
H -0.464 -0.362 -1.299
O -1.115 -1.088 1.523
H -0.527 -1.522 0.881
H -0.485 -0.779 2.142
O -2.212 0.314 -0.796
H -1.997 -0.009 0.117
H -3.108 -0.017 -1.054

E_HOMO: -0.3147 Eh
SMILES string: C=CC(=C)O.O.O
Gap between HOMO and LUMO: 0.32600 Ha
Charge: 0

natural (NBO) population analysis, charges in e, atoms 1 to 6: -0.35, -0.28, 0.28, -0.52, -0.72, 0.20

=====

Density functional theory data (ωB97M-V/def2-TZVPD) for a 3-piece molecular cluster, C4H10O3 overall at a distorted geometry.

Positions of all 17 atoms, in Å:
C -1.355 0.120 2.038
C -0.423 0.147 1.033
C -0.270 1.231 -0.006
C 0.021 1.062 -1.318
O -0.009 2.219 -2.164
H -1.258 -0.720 2.856
H -2.196 0.756 2.092
H 0.363 -0.653 0.913
H -0.639 2.233 0.262
H 0.426 0.204 -1.841
H -0.570 2.193 -2.959
O 3.412 -0.315 -0.318
H 2.967 -0.706 0.419
H 2.941 0.474 -0.628
O -1.099 -2.355 -0.200
H -0.466 -3.023 -0.345
H -1.843 -2.867 0.168

E_HOMO: -0.3159 Eh
SMILES string: C=C/C=C/O.O.O
Gap between HOMO and LUMO: 0.33662 Ha
Charge: 0

natural (NBO) population analysis, charges in e, atoms 1 to 6: -0.41, -0.19, -0.30, 0.14, -0.74, 0.20

=====

Density functional theory data (ωB97M-V/def2-TZVPD) for a 2-piece molecular cluster, C4H10O3 overall at a distorted geometry.

Positions of all 17 atoms, in Å:
O 1.030 4.485 1.210
C 0.383 3.478 1.311
C 0.621 2.288 0.408
C 0.164 0.977 1.027
C -0.253 -0.083 0.028
O 0.961 -0.757 -0.383
H -0.498 3.515 1.979
H 0.014 2.461 -0.475
H 1.679 2.281 0.225
H 0.841 0.472 1.728
H -0.606 1.066 1.802
H -0.917 0.340 -0.726
H -0.772 -0.907 0.533
H 0.687 -1.486 -0.948
O -1.012 -6.278 -2.893
H -0.581 -6.199 -2.034
H -1.739 -5.655 -2.793

E_HOMO: -0.3619 Eh
SMILES string: O=CCCCO.O
Gap between HOMO and LUMO: 0.37213 Ha
Charge: 0

natural (NBO) population analysis, charges in e, atoms 1 to 6: -0.51, 0.44, -0.52, -0.44, -0.06, -0.72

=====

Density functional theory data (ωB97M-V/def2-TZVPD) for a 3-piece molecular cluster, C4H10O3 overall at a distorted geometry.

Positions of all 17 atoms, in Å:
C 0.578 -0.085 2.559
C 0.395 -1.216 1.899
C 0.246 -1.327 0.458
C 0.923 -0.723 -0.522
O 0.427 -0.997 -1.786
H 0.616 0.066 3.633
H 0.732 0.880 2.079
H 0.386 -2.167 2.428
H -0.493 -2.037 0.100
H 1.644 0.082 -0.516
H 0.635 -0.308 -2.406
O 0.008 1.938 -2.538
H -0.202 1.905 -1.583
H -0.890 1.877 -2.905
O -1.552 1.087 -0.306
H -1.703 0.522 0.442
H -1.749 0.503 -1.036

E_HOMO: -0.3136 Eh
SMILES string: C=C/C=C/O.O.O
Gap between HOMO and LUMO: 0.33693 Ha
Charge: 0

natural (NBO) population analysis, charges in e, atoms 1 to 6: -0.39, -0.21, -0.35, 0.17, -0.72, 0.20

=====

Density functional theory data (ωB97M-V/def2-TZVPD) for a 3-piece molecular cluster, C4H10O3 overall at a distorted geometry.

Positions of all 17 atoms, in Å:
C -0.349 -1.094 1.950
C 0.624 -0.211 1.756
C 1.216 0.092 0.449
C 2.204 0.971 0.303
O 0.736 -0.570 -0.659
H -1.137 -1.346 1.237
H -0.545 -1.594 2.920
H 0.861 0.545 2.525
H 3.011 0.978 -0.453
H 2.284 1.821 0.988
H 0.165 -1.304 -0.393
O -1.061 1.642 -1.776
H -0.235 1.542 -1.284
H -1.489 2.397 -1.339
O -2.255 -1.019 -1.010
H -1.886 -0.218 -1.416
H -2.354 -1.652 -1.725

E_HOMO: -0.3163 Eh
SMILES string: C=CC(=C)O.O.O
Gap between HOMO and LUMO: 0.33308 Ha
Charge: 0

natural (NBO) population analysis, charges in e, atoms 1 to 6: -0.40, -0.26, 0.27, -0.49, -0.69, 0.23

=====

Density functional theory data (ωB97M-V/def2-TZVPD) for C4H10O3 as an isolated structure at a distorted geometry.

Positions of all 17 atoms, in Å:
C 0.033 -1.071 1.331
C -1.635 -0.694 -0.578
C -0.356 -0.235 0.112
C 0.718 0.143 -0.824
O 1.850 -0.611 -0.901
H 2.168 -0.772 0.002
H 0.438 0.508 -1.809
H 0.016 -2.145 1.121
H 1.013 -0.783 1.725
H -1.740 -0.264 -1.577
H -2.511 -0.410 0.011
H -1.664 -1.782 -0.696
H -0.666 -0.872 2.146
O 0.955 1.665 0.058
O 0.506 2.993 -0.316
H 1.363 3.452 -0.318
H -0.489 0.878 0.514

E_HOMO: -0.3330 Eh
Gap between HOMO and LUMO: 0.36137 Ha
Charge: 0

natural (NBO) population analysis, charges in e, atoms 1 to 6: -0.61, -0.60, -0.36, 0.43, -0.66, 0.49

=====

Result set for relative energy (zero: lowest compared OMol25 entry of this formula, charge and spin): 123.5; 81.1; 36.6; 115.3; 263.1; 286.6; 180.0; 209.8; 250.8; 529.2 kJ/mol, one per record in the order listed.
Result set for total energy: -706.700414; -384.044207; -384.061170; -384.105689; -384.049399; -384.040481; -384.081075; -384.069715; -384.054086; -383.948079 a.u., one per record in the order listed.